Record 1
The molecule C4H6N2O in a non-equilibrium geometry, computed with the ωB97M-V functional and the def2-TZVPD basis.

Calculated values
Net charge = 0
HOMO level = -8.76 eV
Lowest unoccupied orbital energy = 0.05 eV
HOMO-LUMO gap = 8.81 eV
Energy = -340.6371 Ha

Each line ends with the natural charge from an NBO analysis.
Element x y z (Å)
C1 1.480 -0.516 0.265  0.42
C2 0.243 -0.055 -0.611  -0.39
C3 -1.017 -0.938 -0.183  -0.24
C4 0.004 1.147 0.029  -0.04
H1 1.261 -0.291 1.451  0.14
H2 0.445 -0.185 -1.636  0.24
H3 -1.101 -1.660 -0.993  0.23
H4 -0.553 -1.361 0.737  0.18
H5 -2.637 -0.140 1.027  0.38
H6 0.632 1.916 0.262  0.21
N1 -1.975 0.152 0.193  -0.46
N2 -1.257 1.283 0.539  -0.17
O1 2.539 -0.769 -0.372  -0.52


Record 2
The molecule C4H6N2O, computed with the ωB97M-V functional and the def2-TZVPD basis.

Calculated values
Net charge = 0
HOMO level = -10.19 eV
Lowest unoccupied orbital energy = 0.55 eV
HOMO-LUMO gap = 10.75 eV
Energy = -340.7518 Ha

Each line ends with the natural charge from an NBO analysis.
Element x y z (Å)
C1 -1.808 -0.723 -0.217  -0.62
C2 -0.378 -0.430 -0.703  0.03
N1 -0.156 1.015 -0.856  -0.33
C3 0.835 1.276 -0.099  -0.03
C4 1.305 0.035 0.571  0.45
O1 2.321 -0.045 1.445  -0.64
N2 0.609 -0.969 0.216  -0.43
H1 -2.305 0.197 0.098  0.22
H2 -1.764 -1.402 0.636  0.23
H3 -2.407 -1.189 -1.002  0.22
H4 1.252 2.277 0.019  0.20
H5 2.698 0.831 1.584  0.48
H6 -0.203 -0.873 -1.692  0.22


Record 3
A cluster of 2 separate species, C4H6N2O in total in a non-equilibrium geometry, computed with the ωB97M-V functional and the def2-TZVPD basis.

Calculated values
Net charge = 0
HOMO level = -11.08 eV
Lowest unoccupied orbital energy = 0.34 eV
HOMO-LUMO gap = 11.42 eV
Energy = -340.6798 Ha

Each line ends with the natural charge from an NBO analysis.
Element x y z (Å)
N1 1.758 -1.155 1.954  -0.40
C1 1.327 -0.220 1.416  0.54
O1 0.850 0.847 0.863  -0.49
C2 0.838 0.885 -0.583  -0.04
C3 -0.603 0.827 -1.078  -0.54
C4 -1.184 -0.518 -1.024  0.27
N2 -1.636 -1.582 -1.006  -0.29
H1 -0.797 -1.883 2.135  0.01
H2 -1.431 -1.798 1.755  -0.01
H3 1.444 0.067 -0.980  0.21
H4 1.287 1.842 -0.856  0.21
H5 -1.215 1.509 -0.479  0.27
H6 -0.639 1.177 -2.116  0.26


Record 4
The molecule C4H6N2O in a non-equilibrium geometry, computed with the ωB97M-V functional and the def2-TZVPD basis.

Calculated values
Net charge = 0
HOMO level = -7.87 eV
Lowest unoccupied orbital energy = 0.75 eV
HOMO-LUMO gap = 8.62 eV
Energy = -340.7440 Ha

Each line ends with the natural charge from an NBO analysis.
Element x y z (Å)
C1 2.119 -0.261 0.157  -0.66
C2 0.702 0.029 -0.173  0.35
N1 0.131 -0.235 -1.319  -0.46
C3 -1.198 0.066 -1.145  -0.16
C4 -1.430 0.400 0.151  0.37
O1 -2.475 -0.048 0.897  -0.67
N2 -0.190 0.500 0.754  -0.57
H1 2.464 -1.005 -0.564  0.25
H2 2.222 -0.678 1.167  0.22
H3 2.738 0.633 0.075  0.22
H4 -1.962 -0.112 -1.888  0.20
H5 -3.184 -0.280 0.287  0.49
H6 0.064 0.992 1.601  0.42


Record 5
A structure of composition C4H6N2O in a non-equilibrium geometry, computed with the ωB97M-V functional and the def2-TZVPD basis.

Calculated values
Net charge = 0
HOMO level = -7.75 eV
Lowest unoccupied orbital energy = 0.78 eV
HOMO-LUMO gap = 8.53 eV
Energy = -340.6677 Ha

Each line ends with the natural charge from an NBO analysis.
Element x y z (Å)
N1 1.851 -1.279 0.651  -0.80
C1 0.727 -0.496 0.342  0.10
C2 0.141 0.436 1.149  -0.14
N2 -0.891 1.054 0.437  -0.55
C3 -0.943 0.476 -0.785  0.43
O1 -1.955 0.797 -1.624  -0.67
C4 0.026 -0.565 -0.949  -0.51
H1 1.911 -1.522 1.634  0.37
H2 1.886 -2.123 0.092  0.38
H3 0.385 0.771 2.149  0.21
H4 -1.446 1.831 0.761  0.42
H5 -1.963 0.101 -2.303  0.50
H6 0.272 0.517 -1.556  0.27


Record 6
The molecule C4H6N2O in a non-equilibrium geometry, computed with the ωB97M-V functional and the def2-TZVPD basis.

Calculated values
Net charge = 0
HOMO level = -10.72 eV
Lowest unoccupied orbital energy = 0.42 eV
HOMO-LUMO gap = 11.14 eV
Energy = -340.7237 Ha

Each line ends with the natural charge from an NBO analysis.
Element x y z (Å)
C1 -1.453 0.634 -0.247  -0.66
C2 -1.029 -0.822 -0.156  -0.07
O1 0.324 -1.086 -0.577  -0.47
C3 1.384 -0.460 -0.062  0.46
N1 2.549 -0.914 -0.263  -0.58
C4 1.235 0.789 0.697  0.17
N2 1.275 1.790 1.278  -0.27
H1 -1.356 0.995 -1.274  0.22
H2 -2.493 0.729 0.072  0.23
H3 -0.877 1.288 0.400  0.23
H4 -1.614 -1.422 -0.857  0.20
H5 -1.178 -1.243 0.845  0.18
H6 3.232 -0.278 0.144  0.35